Entry 1:
Density functional theory data (ωB97M-V/def2-TZVPD) for a 16-piece molecular cluster, C16H64O24 overall at a distorted geometry.

Calculated values
energy relative to the best compared isomer or geometry (same formula, charge and spin): 48.23 kcal per mole
E: -2453.548261 hartree
net charge: 0
HOMO energy: -9.36 eV

CARTESIAN COORDINATES (ANGSTROEM)
O (-2.3629, -1.8670, -0.3279)
O (-1.3905, 2.6922, -1.0872)
O (-2.4004, -0.2292, -2.7651)
O (3.0501, -2.2446, -1.0736)
O (-2.3027, -0.0658, 2.3138)
O (-4.1969, -3.7423, 0.2041)
O (0.4790, -1.6725, 1.4183)
O (0.3168, 2.6591, 1.3578)
O (2.1071, 1.9231, -3.8083)
O (-4.0797, 4.2769, 0.6431)
O (-0.9835, -5.9404, 2.7765)
O (-0.5796, 0.5732, -5.7364)
O (0.8018, 1.0538, -0.7978)
O (1.4743, -0.9236, -3.3670)
O (2.1823, -0.9584, 4.0621)
O (-1.0343, -2.5874, 4.1023)
O (1.1831, 2.1317, 3.8859)
O (0.7775, -3.6233, -0.4291)
O (3.1594, 4.7256, 0.5098)
O (-0.4051, -2.6349, -2.6249)
O (3.3972, 0.5247, -1.5999)
O (-0.1546, -0.0771, 5.2805)
O (0.9359, 5.0570, -4.8855)
O (4.6785, -3.1356, 2.7448)
C (-0.8972, -3.6208, 3.1012)
C (-4.2432, -2.4987, 0.8258)
C (0.9818, 3.9052, 1.2616)
C (-2.6452, 2.6648, -0.3853)
C (1.1704, 2.9007, -3.9427)
C (2.9065, -2.1246, 3.9855)
C (0.8392, -0.3388, 1.1281)
C (-1.5619, -0.1484, -4.9807)
C (2.4420, 3.6266, 1.0677)
C (-1.4912, -4.9545, 3.6258)
C (-3.7640, -1.4697, -0.1655)
C (0.2975, -0.1291, -0.2521)
C (1.8246, 3.9896, -4.7398)
C (4.0234, -1.9555, 2.9090)
C (-1.5091, 0.4113, -3.5748)
C (-2.8221, 4.1060, 0.0010)
H (3.4744, 4.3605, -0.3083)
H (1.9138, -0.1768, 1.0944)
H (-1.3228, -1.1574, -5.0637)
H (1.6393, -1.3808, -4.1859)
H (1.5245, 0.0033, -3.6062)
H (0.3908, 2.2111, 0.5120)
H (-5.2682, -2.3483, 1.1124)
H (2.6471, 2.6857, 0.5292)
H (-3.3167, -3.7168, -0.1176)
H (3.8504, 0.8334, -0.8410)
H (2.6878, 4.4749, -4.1837)
H (-4.3253, -1.6101, -1.1287)
H (0.4467, -1.0176, -0.9203)
H (4.7480, -1.2470, 3.2447)
H (3.0159, -1.2995, -1.2160)
H (-2.9041, 4.7216, -0.8906)
H (-1.2823, -2.6199, -3.0161)
H (0.3137, 2.5970, -4.5367)
H (-3.6717, -2.4778, 1.7499)
H (4.7608, -3.4709, 3.6406)
H (0.3093, -3.3063, -1.2180)
H (1.0065, 2.2456, 2.9186)
H (0.6492, -0.3230, 5.8137)
H (0.3766, -3.1051, 0.2914)
H (-1.9701, 4.4270, 0.6126)
H (1.4642, 5.7458, -5.3002)
H (0.6528, 1.3513, 4.0836)
H (-0.9644, 0.7344, -6.5826)
H (-2.5929, -0.1654, 3.2226)
H (-2.5829, 2.0514, 0.5080)
H (-1.7692, 1.5130, -3.5093)
H (2.2577, -2.9938, 3.6879)
H (0.8113, 3.1806, -2.9459)
H (-1.2157, -5.1854, 4.6372)
H (-4.1137, 3.8386, 1.4997)
H (-0.7780, 0.0807, -0.1398)
H (3.5342, -1.6024, 1.9830)
H (0.1556, -1.9615, -3.0148)
H (-0.0831, -0.7632, 4.6484)
H (-0.5879, -2.9718, 4.8173)
H (0.5153, -1.8435, 2.3572)
H (2.6949, -0.3521, 4.6046)
H (-2.5679, -4.9357, 3.5719)
H (0.7307, 4.5555, 2.0734)
H (2.4873, 0.7393, -1.4616)
H (-2.5637, -0.0703, -5.4318)
H (-0.5321, 0.2998, -3.1808)
H (-3.2619, -0.5046, -3.1223)
H (2.1011, 3.6479, -5.7400)
H (-1.5780, 3.0705, -1.9752)
H (0.1472, -3.7656, 2.8221)
H (-1.5018, -3.2131, 2.2862)
H (2.3177, 1.5371, -4.6973)
H (2.7411, 3.3470, 2.0248)
H (-2.0787, -0.9041, 1.9776)
H (0.0946, 1.4552, -1.3475)
H (-1.0856, -5.5045, 1.9101)
H (0.5831, 4.3529, 0.3507)
H (-2.0261, -1.2975, -0.9863)
H (3.2980, -2.2885, 4.8982)
H (0.4625, 0.2431, 1.9663)
H (2.2504, -2.7112, -0.8239)
H (-3.4323, 2.2326, -0.9116)
H (-3.8813, -0.5250, 0.2921)


Entry 2:
Density functional theory data (ωB97M-V/def2-TZVPD) for a 18-piece molecular cluster, C16H68O26 overall at a distorted geometry.

Calculated values
energy relative to the best compared isomer or geometry (same formula, charge and spin): 149.01 kcal per mole
E: -2606.331648 hartree
net charge: 0
HOMO energy: -9.96 eV

CARTESIAN COORDINATES (ANGSTROEM)
O (-13.9230, -29.3823, -25.7228)
O (-10.8542, -29.9423, -32.1612)
O (-15.2392, -38.1642, -27.4380)
O (-12.8407, -24.9526, -18.1665)
O (-14.5682, -34.1730, -18.5970)
O (-11.9947, -36.1545, -30.7374)
O (-8.5986, -29.3925, -24.6633)
O (-10.5968, -32.1005, -20.6406)
O (-19.4334, -23.9817, -23.0055)
O (-19.5261, -21.2206, -23.8506)
O (-8.7377, -23.6249, -26.1316)
O (-21.0606, -27.3008, -26.7555)
O (-20.1986, -37.9438, -29.6767)
O (-13.8685, -23.3191, -26.1279)
O (-15.4127, -32.3446, -26.1778)
O (-9.3082, -36.9641, -23.4267)
O (-20.6119, -32.0798, -26.1899)
O (-19.7726, -26.3567, -31.6479)
O (-6.4732, -38.2676, -23.7040)
O (-10.6486, -26.9800, -30.8038)
O (-11.3291, -24.1568, -20.7612)
O (-20.6406, -35.2238, -31.1195)
O (-20.4603, -29.6433, -20.5913)
O (-16.3852, -40.7213, -23.4096)
O (-16.7846, -27.2091, -31.3293)
O (-15.0675, -42.3977, -25.2920)
C (-16.3776, -42.1494, -23.3844)
C (-10.0136, -29.2702, -31.2773)
C (-9.7813, -27.8039, -31.5833)
C (-20.1121, -22.9615, -22.3576)
C (-19.9640, -36.3886, -31.6267)
C (-20.6810, -21.9309, -23.3253)
C (-16.2477, -42.8108, -24.7168)
C (-7.0031, -37.0996, -24.3899)
C (-18.9013, -26.9794, -32.6123)
C (-20.5996, -37.6470, -31.0100)
C (-8.5417, -37.1980, -24.6487)
C (-14.5851, -31.7650, -25.1128)
C (-17.8324, -27.8974, -31.9830)
C (-11.5399, -25.4013, -20.1154)
C (-14.6746, -30.2071, -24.8094)
C (-12.8962, -25.4185, -19.4752)
H (-15.1975, -33.2799, -26.2014)
H (-12.2427, -25.5106, -17.6638)
H (-15.4651, -42.3064, -22.8092)
H (-9.2767, -37.7672, -22.9017)
H (-16.9984, -42.5232, -25.4528)
H (-9.0295, -29.7333, -31.2054)
H (-19.6657, -32.2214, -26.2180)
H (-10.7275, -24.4292, -21.4580)
H (-20.0636, -29.8013, -19.7346)
H (-16.6783, -27.8374, -30.6113)
H (-20.8040, -26.6460, -26.1061)
H (-20.4124, -25.9011, -32.2000)
H (-20.8753, -37.6429, -29.0658)
H (-14.3426, -30.0750, -23.7796)
H (-15.8025, -40.4993, -24.1395)
H (-8.7392, -27.6704, -31.2929)
H (-6.8484, -36.2595, -23.7128)
H (-18.3838, -28.4908, -31.2537)
H (-20.3034, -38.4421, -31.6942)
H (-11.4453, -26.1903, -20.8616)
H (-8.7921, -36.3550, -25.2926)
H (-15.7598, -30.1109, -24.8429)
H (-10.3298, -32.9364, -21.0231)
H (-20.7130, -31.1283, -26.2157)
H (-14.8860, -39.0221, -27.2024)
H (-18.8689, -23.6130, -23.6889)
H (-18.5053, -26.1222, -33.1568)
H (-9.4027, -23.9842, -26.7190)
H (-6.4525, -36.9760, -25.3225)
H (-18.9146, -36.2914, -31.3486)
H (-8.9089, -38.0377, -25.2388)
H (-13.6803, -24.8963, -20.0235)
H (-15.3129, -34.7459, -18.7794)
H (-8.5655, -29.6785, -23.7504)
H (-10.9752, -30.7983, -31.7437)
H (-20.1706, -35.0158, -30.3087)
H (-19.5028, -22.5050, -21.5776)
H (-10.7603, -25.5313, -19.3648)
H (-11.1296, -35.9884, -30.3628)
H (-19.6402, -27.5096, -33.2131)
H (-19.7946, -29.1576, -21.0782)
H (-9.9091, -27.5833, -32.6431)
H (-16.3013, -43.8897, -24.5716)
H (-16.1076, -38.3517, -27.7943)
H (-7.6922, -29.4497, -24.9657)
H (-19.6265, -21.0082, -24.7814)
H (-21.6877, -37.6140, -30.9551)
H (-13.5551, -32.0555, -25.3197)
H (-13.0055, -29.6054, -25.5490)
H (-20.1367, -36.3141, -32.7004)
H (-20.9943, -26.8452, -27.5947)
H (-13.2101, -26.4562, -19.3619)
H (-10.3257, -29.3657, -30.2373)
H (-14.8120, -32.2642, -24.1708)
H (-17.4151, -28.6292, -32.6746)
H (-21.1681, -22.5099, -24.1098)
H (-7.0528, -38.3526, -22.9435)
H (-14.6963, -43.1256, -25.7959)
H (-13.9537, -34.7249, -18.1132)
H (-12.5583, -36.3112, -29.9798)
H (-13.7299, -24.2473, -26.3164)
H (-8.5063, -22.7807, -26.5188)
H (-13.4456, -23.1805, -25.2805)
H (-11.4076, -32.2991, -20.1721)
H (-17.1761, -42.4896, -22.7251)
H (-20.8888, -23.4654, -21.7824)
H (-11.5790, -27.1676, -30.9478)
H (-21.3462, -21.1850, -22.8903)


Entry 3:
Density functional theory data (ωB97M-V/def2-TZVPD) for a 2-piece molecular cluster, C16H6Cl2F3N2O4S overall at a distorted geometry.

Calculated values
E: -2641.955767 hartree
net charge: -1
HOMO energy: -4.43 eV

CARTESIAN COORDINATES (ANGSTROEM)
Cl (4.1345, -2.6289, 2.2284)
Cl (4.0191, 0.5049, 1.7660)
S (0.4835, -0.9736, -1.7106)
F (-1.4971, -2.5356, -2.5555)
F (0.4861, -3.4865, -2.5329)
F (-0.5972, -3.1589, -0.6539)
O (1.2862, 1.4436, 1.2299)
O (0.5877, -0.4717, -3.0607)
O (1.4454, -3.8655, 2.0425)
O (1.6809, -1.2477, -0.9423)
N (-2.0002, -3.2566, 2.2678)
N (-2.0838, 0.6902, 2.2501)
C (1.3376, 0.2599, 1.5427)
C (-1.0177, -2.6439, 2.0988)
C (-1.1733, 4.0880, -1.1482)
C (0.1163, 2.0873, -1.6074)
C (-0.6705, -0.1230, -0.7302)
C (-0.0377, 3.4656, -1.6879)
C (-2.0502, 1.9227, -0.5285)
C (2.6706, -1.8048, 1.9968)
C (-2.1879, 3.3032, -0.5860)
C (2.6181, -0.4572, 1.7920)
C (1.4373, -2.6408, 1.9987)
C (-0.8652, 1.2771, -0.9778)
C (-0.3317, -2.6452, -1.8846)
C (0.1679, -1.8924, 1.9287)
C (0.1033, -0.5538, 1.6364)
C (-1.0876, 0.1476, 1.9582)
H (0.7440, 4.0570, -2.1723)
H (-1.5480, -0.7361, -0.4969)
H (-3.0857, 3.7736, -0.1795)
H (-1.2612, 5.1766, -1.1719)
H (1.0135, 1.6230, -2.0119)
H (-2.8370, 1.3018, -0.0983)


Entry 4:
Density functional theory data (ωB97M-V/def2-TZVPD) for C16H7BeBrF6N3O12S2 as an isolated structure at a distorted geometry.

Calculated values
E: -5665.558755 hartree
net charge: -1
HOMO energy: -6.89 eV

CARTESIAN COORDINATES (ANGSTROEM)
Br (-1.7672, 6.3908, 3.4203)
S (0.6201, -2.5809, 3.0120)
S (-1.7759, -1.2264, 2.6288)
F (-3.2893, -3.0631, 3.6719)
F (1.5879, -2.2437, 5.3961)
F (3.0316, -2.7721, 3.8664)
F (2.2761, -0.7548, 3.9854)
F (-2.3534, -3.6350, 1.8085)
F (-4.0125, -2.2439, 1.8005)
O (-1.3271, -1.0325, 1.2278)
O (0.7545, 1.6593, 4.0064)
O (-0.7907, -3.6568, -5.5328)
O (1.9946, -0.2127, -7.3337)
O (2.8588, 1.2702, -6.0403)
O (1.8233, 1.3116, -1.2815)
O (0.7283, -0.4488, -0.4259)
O (0.5879, -3.9932, 3.2027)
O (-2.5025, -0.1734, 3.2432)
O (-1.3013, -3.6538, -3.4464)
O (1.0104, -2.1186, 1.6562)
O (0.6238, 0.5280, 2.0998)
N (-0.7801, -3.1655, -4.4233)
N (2.1541, 0.3088, -6.2495)
N (-0.6456, -1.8155, 3.5495)
C (-0.2133, 2.7587, 2.1515)
C (1.2260, 0.2556, -1.3729)
C (0.4263, 1.5712, 2.8392)
C (0.0815, -1.9792, -4.2123)
C (1.6628, 0.2331, -3.8323)
C (-1.4049, 4.9810, 0.9714)
C (-2.9309, -2.6382, 2.4661)
C (-1.2063, 4.9234, 2.3420)
C (1.4821, -0.3150, -5.0863)
C (1.9661, -2.0151, 4.1417)
C (-0.6114, 3.8318, 2.9421)
C (-0.9931, 3.9102, 0.1922)
C (1.0338, -0.3601, -2.7467)
C (0.6953, -1.4245, -5.3145)
C (0.2348, -1.4796, -2.9332)
C (-0.4028, 2.7990, 0.7787)
Be (0.3677, -0.6186, 1.0827)
H (-0.0588, 1.9774, 0.1713)
H (-0.2547, -1.9452, -2.0903)
H (-0.4493, 3.7837, 4.0094)
H (2.2750, 1.1105, -3.6822)
H (0.5645, -1.8352, -6.3028)
H (-1.8681, 5.8502, 0.5247)
H (-1.1277, 3.9468, -0.8813)


| no. | frontier orbital gap (Ha) | E_LUMO (eV) | M (g/mol) |
| --- | --- | --- | --- |
| 1 | 0.3378 | -0.167 | 640.66 |
| 2 | 0.3620 | -0.105 | 676.69 |
| 3 | 0.1879 | 0.684 | 450.20 |
| 4 | 0.2887 | 0.969 | 700.28 |